Entry 1:
The following is a DFT calculation (wB97M-V/def2-TZVPD) of an isolated ion of composition C4H13N2 and charge +1 at a distorted geometry.

Results
* SMILES: CNC[C@@H](C)[NH3+]
* E_LUMO: -3.593 eV
* M: 89.16 g mol⁻¹
* maximum force: 3.1 eV Å⁻¹

```
! wB97M-V def2-TZVPD RIJCOSX def2/J DEFGRID3
* xyz 1 1
N 1.304 -0.958 0.872
C 1.117 0.298 -0.006
C 1.031 1.537 0.811
C -0.048 0.214 -1.039
N -1.346 0.239 -0.418
C -2.140 -1.114 -0.418
H 0.677 -0.879 1.616
H 0.988 -1.879 0.521
H 2.305 -1.126 0.988
H 2.018 0.220 -0.542
H 1.915 1.749 1.407
H 0.267 1.594 1.623
H 1.107 2.369 0.035
H 0.079 1.037 -1.738
H 0.085 -0.692 -1.619
H -1.969 1.133 -0.501
H -2.792 -1.022 0.498
H -2.757 -1.109 -1.343
H -1.387 -1.975 -0.209
*
```



Entry 2:
The following is a DFT calculation (wB97M-V/def2-TZVPD) of C37H40OP2Sr as an isolated structure at a distorted geometry.

Results
* E_LUMO (alpha / beta): -0.183 / -0.183 eV
* M: 650.29 g mol⁻¹
* maximum force: 11.5 eV Å⁻¹

```
! wB97M-V def2-TZVPD RIJCOSX def2/J DEFGRID3
* xyz 0 1
Sr 0.043 -0.104 5.893
C -2.237 0.064 6.692
C -2.336 -0.252 5.360
C -2.672 0.669 4.280
C -1.529 1.440 3.566
C -0.466 1.984 4.414
C -0.596 2.442 5.709
C -1.841 2.584 6.447
C -2.354 1.389 7.295
C 2.190 0.435 5.690
H -2.046 -0.785 7.417
H -2.203 -1.346 5.069
H -3.419 1.393 4.677
H -3.242 0.092 3.500
H -1.114 0.784 2.761
H -1.950 2.318 3.016
H 0.562 1.999 3.954
H 0.350 2.804 6.222
H -2.629 2.894 5.724
H -1.735 3.473 7.127
H -1.852 1.430 8.294
H -3.439 1.525 7.525
H 2.547 -0.050 6.570
H 2.305 1.468 5.638
H 2.397 -0.110 4.785
P 0.096 -2.389 -3.619
P 2.206 0.668 -3.889
C -0.285 -0.759 -4.242
C 0.473 0.413 -4.218
C -0.852 -3.523 -4.724
C -2.011 -3.151 -5.397
C -2.661 -4.067 -6.237
C -2.159 -5.360 -6.394
C -0.998 -5.738 -5.714
C -0.336 -4.840 -4.894
C -0.959 -2.378 -2.104
C -0.554 -1.516 -1.054
C -1.281 -1.474 0.129
C -2.398 -2.295 0.307
C -2.787 -3.159 -0.721
C -2.074 -3.197 -1.917
C 2.683 1.464 -5.495
C 2.680 0.637 -6.646
C 3.051 1.157 -7.878
C 3.456 2.490 -7.995
C 3.479 3.303 -6.859
C 3.095 2.795 -5.620
C 2.250 2.104 -2.738
C 3.360 2.182 -1.850
C 3.446 3.231 -0.950
C 2.444 4.203 -0.890
C 1.351 4.122 -1.754
C 1.257 3.074 -2.682
H -1.324 -0.648 -4.589
H -0.049 1.324 -4.572
H -2.414 -2.152 -5.275
H -3.565 -3.761 -6.773
H -2.668 -6.069 -7.051
H -0.598 -6.751 -5.839
H 0.583 -5.116 -4.381
H 0.327 -0.893 -1.179
H -0.965 -0.799 0.932
H -2.962 -2.265 1.245
H -3.655 -3.807 -0.588
H -2.393 -3.870 -2.717
H 2.388 -0.405 -6.555
H 3.036 0.512 -8.762
H 3.756 2.892 -8.967
H 3.800 4.343 -6.940
H 3.107 3.442 -4.740
H 4.121 1.406 -1.886
H 4.304 3.289 -0.269
H 2.512 5.020 -0.167
H 0.558 4.876 -1.708
H 0.407 3.023 -3.355
C 0.484 -1.395 9.108
C 0.434 -1.886 7.702
O 0.573 -2.935 7.333
H 0.321 -0.325 9.193
H 1.478 -1.650 9.534
H -0.299 -1.932 9.686
*
```



Entry 3:
The following is a DFT calculation (wB97M-V/def2-TZVPD) of C2H5B as an isolated structure at a distorted geometry.

Results
* E_LUMO: -0.666 eV
* M: 39.87 g mol⁻¹
* maximum force: 5.8 eV Å⁻¹

```
! wB97M-V def2-TZVPD RIJCOSX def2/J DEFGRID3
* xyz 0 1
B 1.217 -0.622 0.182
C -1.488 -0.654 0.270
C -0.104 -0.540 -0.011
H 2.295 -0.677 0.470
H 0.867 2.098 -1.062
H -2.156 -1.483 -0.136
H -2.041 0.053 0.819
H 1.410 1.824 -0.532
*
```